Entry 1:
ORCA calculation (ωB97M-V/def2-TZVPD) on C12H14N4OS2 as an isolated structure.

Output
Kohn-Sham gap = 8.613 eV
charge = 0
LUMO = 0.583 eV
E = -1555.9393 Ha
energy relative to the best compared isomer or geometry (same formula, charge and spin) = 12.2 kcal per mole
M = 294.405 g mol⁻¹

```
33
C12H14N4OS2 | OMol25 | ωB97M-V/def2-TZVPD
C -2.190 0.208 3.149
C -2.266 0.490 1.782
C -2.938 -0.402 0.727
N -1.974 -0.475 -0.462
C -1.093 -1.445 -0.943
N -0.406 -1.200 -1.830
N -0.819 0.096 -2.185
C -1.761 0.371 -1.523
S -2.512 1.818 -1.621
H -0.590 0.328 -3.167
C -0.773 -2.886 0.235
H -1.655 -3.381 0.275
H -0.193 -3.267 -0.647
C -0.175 -2.412 1.532
N 0.668 -1.208 1.209
C 1.907 -1.089 0.786
O 2.415 -2.043 0.430
C 2.387 0.229 0.345
C 3.510 0.279 -0.208
C 3.797 1.782 -0.420
C 2.716 2.473 -0.404
S 1.483 1.576 0.507
H 2.512 3.482 -0.398
H 4.738 2.212 -0.769
H 4.386 -0.614 -0.428
H 0.084 -0.310 1.430
H 0.487 -3.009 1.668
H -0.921 -2.333 2.290
H -3.055 -1.179 1.167
H -3.690 0.342 0.395
H -1.627 1.276 1.464
H -1.617 0.747 3.705
H -2.672 -0.737 3.472
```



Entry 2:
ORCA calculation (ωB97M-V/def2-TZVPD) on a 2-piece molecular cluster, C2H4Br2O overall.

Output
Kohn-Sham gap = 9.722 eV
charge = 0
LUMO = 0.126 eV
E = -5301.7696 Ha
energy relative to the best compared isomer or geometry (same formula, charge and spin) = 65.3 kcal per mole
M = 203.861 g mol⁻¹

```
9
C2H4Br2O | OMol25 | ωB97M-V/def2-TZVPD
C -1.776 1.230 0.188
C 1.666 -0.920 -0.781
O 2.118 -2.150 -0.776
Br -2.421 -0.550 0.450
Br 2.553 0.166 0.476
H -0.810 1.128 0.039
H -1.827 1.781 1.097
H -2.279 1.676 -0.618
H 2.776 -2.361 -0.075
```



Entry 3:
ORCA calculation (ωB97M-V/def2-TZVPD) on C22H42Cl10O6S as an isolated structure.

Output
Kohn-Sham gap = 10.808 eV
charge = 0
LUMO = 0.473 eV
E = -6315.0003 Ha
M = 789.169 g mol⁻¹

```
81
C22H42Cl10O6S | OMol25 | ωB97M-V/def2-TZVPD
C 1.527 2.622 0.985
C 2.704 1.693 1.075
O 3.448 1.476 0.135
O 2.869 1.122 2.299
C 2.880 -0.315 2.258
C 1.569 -0.909 1.714
C 1.783 -1.653 0.401
C 0.462 -2.160 -0.214
C 0.263 -1.532 -1.606
C -1.222 -1.420 -1.980
C -1.831 -0.028 -1.793
C -1.493 0.664 -0.467
C -2.554 0.509 0.621
C -3.446 1.750 0.857
O -4.834 1.355 0.789
S -4.878 -0.203 1.084
O -5.889 -0.863 0.344
O -4.835 -0.459 2.483
O -3.471 -0.576 0.429
H 0.632 2.080 1.272
H 1.680 3.414 1.716
H 1.455 3.038 -0.010
H 3.703 -0.617 1.610
H 3.114 -0.697 3.243
H 0.804 -0.138 1.628
H 1.222 -1.592 2.490
H 2.445 -2.492 0.621
H 2.336 -0.999 -0.272
H 0.559 -3.233 -0.343
H -0.383 -1.923 0.430
H 0.808 -2.115 -2.356
H 0.673 -0.522 -1.555
H -1.303 -1.653 -3.044
H -1.806 -2.194 -1.483
H -2.909 -0.136 -1.899
H -1.516 0.605 -2.620
H -0.534 0.369 -0.051
H -1.413 1.731 -0.673
H -2.056 0.351 1.576
H -3.227 2.653 0.301
H -3.280 2.036 1.897
Cl 4.198 0.239 -5.894
C 3.901 1.716 -4.939
C 3.835 1.435 -3.460
Cl 2.390 0.497 -3.016
H 2.980 2.167 -5.299
H 4.725 2.398 -5.146
H 3.785 2.371 -2.907
H 4.707 0.884 -3.120
Cl 2.443 -3.798 -2.352
C 2.146 -5.465 -2.912
C 0.740 -5.644 -3.423
Cl -0.468 -5.539 -2.116
H 2.359 -6.138 -2.090
H 2.857 -5.664 -3.711
H 0.639 -6.630 -3.873
H 0.489 -4.895 -4.171
Cl 6.560 -6.288 -4.791
C 6.289 -4.924 -3.674
C 6.355 -5.349 -2.231
Cl 4.982 -6.392 -1.778
H 5.324 -4.482 -3.912
H 7.065 -4.188 -3.875
H 6.311 -4.470 -1.590
H 7.272 -5.890 -2.013
Cl -1.301 3.655 2.632
C -1.889 5.016 3.626
C -3.363 5.253 3.427
Cl -3.728 5.880 1.800
H -1.301 5.895 3.373
H -1.695 4.759 4.665
H -3.714 5.995 4.137
H -3.934 4.345 3.570
Cl -5.223 2.959 5.510
C -6.633 3.920 6.027
C -7.334 4.600 4.878
Cl -6.374 5.920 4.147
H -6.292 4.641 6.766
H -7.320 3.228 6.510
H -8.256 5.052 5.240
H -7.581 3.895 4.089
```



Entry 4:
ORCA calculation (ωB97M-V/def2-TZVPD) on a 3-piece molecular cluster, C34H60N2O9 overall.

Output
Kohn-Sham gap = 7.514 eV
structure (SMILES) = COCCCCCCCCc1cc(CCCCOC=O)c2nccnc2c1.COCCOCCOC.COCCOCCOC
charge = 0
LUMO = -0.716 eV
E = -2117.7171 Ha
M = 640.859 g mol⁻¹

```
105
C34H60N2O9 | OMol25 | ωB97M-V/def2-TZVPD
C 1.081 2.249 4.323
O 1.716 0.955 4.144
C 1.711 0.558 2.733
C 1.997 -1.042 2.632
C 0.700 -1.926 2.994
C 0.732 -2.589 4.472
C -0.015 -4.013 4.459
C -1.462 -4.012 5.166
C -2.448 -2.845 4.590
C -2.966 -3.131 3.095
C -2.811 -1.904 2.085
C -2.735 -0.416 2.620
C -2.544 0.797 1.674
C -2.434 2.245 2.399
C -3.673 3.213 2.081
C -3.536 4.661 2.818
C -2.020 5.248 2.645
O -1.705 5.106 1.235
C -0.314 5.046 0.990
O 0.602 5.055 1.849
C -2.424 0.616 0.099
N -2.206 1.815 -0.667
C -2.092 1.456 -2.045
C -2.226 0.030 -2.651
N -2.448 -1.133 -1.856
C -2.524 -0.828 -0.451
C -2.724 -2.061 0.528
H 1.116 2.829 3.325
H 0.001 2.088 4.688
H 1.661 2.817 5.144
H 2.519 1.166 2.165
H 0.707 0.853 2.258
H 2.882 -1.342 3.303
H 2.228 -1.247 1.514
H 0.545 -2.725 2.186
H -0.205 -1.226 2.967
H 0.252 -1.818 5.194
H 1.843 -2.642 4.778
H -0.146 -4.376 3.376
H 0.645 -4.731 5.089
H -1.277 -3.707 6.272
H -1.977 -5.031 5.207
H -3.360 -2.791 5.303
H -1.871 -1.868 4.725
H -4.073 -3.475 3.125
H -2.318 -4.001 2.686
H -2.820 -0.259 3.746
H -1.408 2.655 2.105
H -2.393 2.064 3.544
H -4.606 2.727 2.570
H -3.912 3.297 0.967
H -4.251 5.434 2.366
H -3.718 4.563 3.945
H -1.935 6.322 3.039
H -1.374 4.582 3.337
H 0.003 4.966 -0.120
H -1.905 2.322 -2.788
H -2.117 -0.092 -3.788
H -2.806 -3.114 0.063
C -5.508 2.975 -8.181
O -4.461 3.897 -7.929
C -4.363 4.314 -6.572
C -2.934 4.208 -6.042
O -2.392 2.892 -5.930
C -2.192 2.154 -7.136
C -1.148 2.714 -8.107
O -1.563 3.952 -8.674
C -0.591 4.981 -8.585
H -6.414 3.518 -8.464
H -5.206 2.342 -9.015
H -5.712 2.331 -7.321
H -5.030 3.734 -5.926
H -4.679 5.362 -6.533
H -2.937 4.607 -5.022
H -2.254 4.852 -6.599
H -3.143 1.972 -7.633
H -1.836 1.169 -6.818
H -1.037 2.008 -8.940
H -0.181 2.797 -7.604
H 0.026 4.890 -7.686
H -1.115 5.936 -8.543
H 0.044 4.963 -9.479
C 6.980 -5.616 3.543
O 6.517 -5.640 2.203
C 5.133 -5.944 2.069
C 4.413 -4.952 1.156
O 4.321 -3.607 1.625
C 5.535 -2.871 1.770
C 6.304 -2.575 0.479
O 6.835 -3.761 -0.104
C 6.535 -3.908 -1.482
H 7.349 -6.608 3.820
H 7.806 -4.907 3.601
H 6.206 -5.295 4.246
H 4.631 -5.966 3.042
H 5.064 -6.946 1.629
H 3.378 -5.296 1.057
H 4.821 -4.974 0.146
H 6.174 -3.334 2.519
H 5.240 -1.906 2.194
H 7.161 -1.935 0.727
H 5.664 -2.027 -0.217
H 5.566 -3.473 -1.744
H 6.501 -4.975 -1.707
H 7.328 -3.444 -2.082
```



Entry 5:
ORCA calculation (ωB97M-V/def2-TZVPD) on an isolated molecule of C18H17F3N6.

Output
Kohn-Sham gap = 8.663 eV
structure (SMILES) = FC(F)(F)c1cccc(N2CCN(c3nnnn3-c3ccccc3)CC2)c1
charge = 0
LUMO = 0.482 eV
E = -1324.2440 Ha
energy relative to the best compared isomer or geometry (same formula, charge and spin) = 0.0 kcal per mole
M = 374.370 g mol⁻¹

```
44
C18H17F3N6 | OMol25 | ωB97M-V/def2-TZVPD
F 6.052 1.852 3.879
C 5.395 1.069 3.013
F 5.398 -0.169 3.545
F 6.171 0.994 1.911
C 4.009 1.550 2.698
C 3.594 2.816 3.081
C 2.311 3.212 2.741
C 1.469 2.371 2.046
C 1.882 1.090 1.648
N 1.007 0.241 1.005
C 1.282 -1.174 0.865
C -0.046 -1.939 0.900
N -0.985 -1.463 -0.104
C -0.782 -1.964 -1.356
N 0.201 -2.763 -1.725
N -0.006 -3.046 -3.005
N -1.035 -2.479 -3.453
N -1.598 -1.777 -2.441
C -2.837 -1.141 -2.596
C -3.769 -1.145 -1.564
C -4.993 -0.532 -1.757
C -5.292 0.069 -2.969
C -4.366 0.050 -3.999
C -3.136 -0.554 -3.820
C -1.213 -0.034 0.039
C 0.120 0.719 -0.031
C 3.181 0.697 1.986
H 4.253 3.468 3.630
H 1.960 4.190 3.035
H 0.466 2.704 1.829
H 1.797 -1.398 -0.079
H 1.892 -1.516 1.700
H -0.525 -1.802 1.873
H 0.137 -2.999 0.724
H -3.537 -1.634 -0.630
H -5.720 -0.533 -0.958
H -6.251 0.544 -3.112
H -4.602 0.508 -4.948
H -2.407 -0.592 -4.613
H -1.679 0.127 1.015
H -1.888 0.323 -0.740
H 0.573 0.536 -1.021
H -0.050 1.789 0.069
H 3.567 -0.264 1.687
```



Entry 6:
ORCA calculation (ωB97M-V/def2-TZVPD) on C21H33O11PbS3 as an isolated structure.

Output
Kohn-Sham gap = 4.304 eV
charge = -1
LUMO = 1.624 eV
E = -3034.8604 Ha
energy relative to the best compared isomer or geometry (same formula, charge and spin) = 93.3 kcal per mole
M = 764.885 g mol⁻¹

```
69
C21H33O11PbS3 | OMol25 | ωB97M-V/def2-TZVPD
Pb -0.745 0.721 1.213
C -2.369 -2.217 -2.355
C -2.053 -0.771 -2.184
C -3.454 -0.073 -1.887
O -1.278 -0.538 -1.031
H -1.499 -2.844 -2.551
H -2.908 -2.259 -3.302
H -2.897 -2.705 -1.536
H -1.605 -0.366 -3.091
H -4.188 -0.653 -1.328
H -4.104 -0.037 -2.761
H -3.422 0.967 -1.564
C 3.809 4.323 3.209
C 5.069 4.249 2.495
C 5.110 3.395 1.138
O 6.183 3.333 0.536
C 3.864 2.665 0.751
C 2.838 2.636 1.497
C 2.793 3.567 2.675
O 1.713 3.628 3.360
O 1.802 1.914 1.093
O 6.143 4.769 2.873
H 3.682 5.094 3.953
H 3.949 2.123 -0.180
C 4.165 -2.169 -0.504
C 2.844 -2.379 -1.335
C 1.708 -2.998 -0.407
S 1.943 -2.170 1.243
O 2.043 -3.163 2.313
O 1.012 -1.053 1.330
C 3.685 -1.505 0.794
H 4.979 -1.593 -0.944
H 4.620 -3.138 -0.299
H 3.078 -2.994 -2.204
H 2.477 -1.440 -1.749
H 1.874 -4.072 -0.336
H 0.643 -3.009 -0.640
H 4.350 -1.639 1.647
H 3.511 -0.429 0.778
C -3.076 -4.771 0.581
C -3.980 -4.715 1.778
C -3.829 -3.341 2.471
S -1.970 -2.862 2.359
O -1.326 -3.309 3.555
O -2.075 -1.393 2.040
C -1.715 -4.053 0.958
H -3.488 -4.274 -0.297
H -2.946 -5.790 0.218
H -3.493 -5.439 2.431
H -5.004 -4.960 1.497
H -3.983 -3.377 3.549
H -4.437 -2.529 2.073
H -1.016 -4.794 1.346
H -1.263 -3.553 0.101
C -0.888 3.645 -2.854
C -1.763 4.863 -2.498
C -2.227 4.415 -1.089
S -0.665 4.128 -0.274
O -0.877 2.976 0.620
O -0.146 5.429 0.180
C 0.204 3.505 -1.775
H -0.537 3.961 -3.836
H -1.425 2.715 -3.043
H -2.577 5.021 -3.205
H -1.159 5.766 -2.404
H -2.678 3.423 -1.079
H -2.810 5.154 -0.539
H 0.886 2.696 -1.512
H 0.898 4.294 -2.063
```



Entry 7:
ORCA calculation (ωB97M-V/def2-TZVPD) on an isolated ion of composition C3H5N2O4 and charge +1.

Output
Kohn-Sham gap (alpha / beta) = 6.047 / 7.868 eV
charge = +1
LUMO (alpha / beta) = -5.876 / -6.995 eV
spin multiplicity = 3
E = -527.1913 Ha
M = 133.083 g mol⁻¹

```
14
C3H5N2O4 | OMol25 | ωB97M-V/def2-TZVPD
C -1.525 1.728 0.323
C 0.341 -0.004 0.554
C -0.215 1.376 -0.073
N -1.087 -1.669 -0.322
N -1.989 -0.781 -0.260
O -2.495 2.284 0.410
O -3.142 -1.141 -0.303
O 0.222 -1.113 -0.345
O -0.292 1.232 -1.444
H 1.415 0.082 0.741
H -0.183 -0.076 1.460
H 0.441 2.263 0.152
H -1.146 -2.701 -0.056
H -1.040 0.604 -1.481
```



Entry 8:
ORCA calculation (ωB97M-V/def2-TZVPD) on a 2-piece molecular cluster, C6H10ClN2O overall.

Output
Kohn-Sham gap (alpha / beta) = 6.691 / 6.766 eV
charge = +1
LUMO (alpha / beta) = -4.100 / -4.114 eV
E = -879.0318 Ha
energy relative to the best compared isomer or geometry (same formula, charge and spin) = 113.3 kcal per mole
M = 161.612 g mol⁻¹

```
20
C6H10ClN2O | OMol25 | ωB97M-V/def2-TZVPD
C -2.342 2.635 1.741
C 1.866 -0.622 -0.849
C 0.024 0.779 -0.976
C -1.822 0.397 0.644
C -2.751 -0.732 1.180
C 3.992 -0.575 -1.860
N -1.999 1.572 1.120
N -0.928 0.057 -0.253
O 2.912 0.003 -1.116
Cl 0.389 2.320 -0.425
H -1.889 2.892 2.824
H -2.940 3.244 1.148
H 1.705 -1.709 -1.122
H -2.012 -1.567 1.648
H -3.409 -0.348 1.859
H -3.066 -1.324 0.272
H 3.737 -1.458 -2.481
H 4.756 -0.855 -0.987
H 4.471 0.066 -2.706
H -0.983 -0.925 -0.423
```



Entry 9:
ORCA calculation (ωB97M-V/def2-TZVPD) on C9H15BCrF2N7O7 as an isolated structure.

Output
Kohn-Sham gap (alpha / beta) = 8.083 / 7.207 eV
charge = 0
LUMO (alpha / beta) = -0.362 / -0.718 eV
spin multiplicity = 4
E = -2531.0357 Ha
energy relative to the best compared isomer or geometry (same formula, charge and spin) = 0.0 kcal per mole
M = 434.065 g mol⁻¹

```
42
C9H15BCrF2N7O7 | OMol25 | ωB97M-V/def2-TZVPD
Cr -0.273 -0.354 0.781
O -4.123 -1.295 0.299
C -3.018 -0.493 0.282
O -2.122 -0.770 1.196
C -3.499 0.952 0.152
O -2.489 1.916 -0.004
C -1.724 2.204 1.167
C -0.353 1.581 1.081
O 0.569 2.394 0.310
O 0.193 0.996 2.144
H -3.845 -2.130 0.700
H -4.102 1.148 1.046
H -4.140 1.019 -0.725
H -2.210 1.806 2.059
H -1.661 3.294 1.245
C 2.095 -0.055 -2.873
C 1.086 -0.301 -1.803
N 1.361 -0.202 -0.550
O 2.679 0.148 -0.238
C -0.328 -0.594 -2.124
C -0.846 -0.710 -3.519
N -1.065 -0.651 -1.071
O -2.373 -0.813 -1.171
H 2.293 1.017 -2.952
H 1.742 -0.406 -3.838
H 3.033 -0.544 -2.618
H 2.718 1.111 -0.364
H -0.375 -1.542 -4.045
H -0.648 0.203 -4.085
H -1.918 -0.876 -3.490
N 2.252 -0.654 3.200
N 1.991 -1.770 2.427
N 2.866 -2.706 2.220
C 2.141 -3.600 1.541
N 0.887 -3.206 1.351
N 0.799 -2.020 1.941
H 3.200 -0.366 2.984
H 1.578 0.075 2.929
H 2.539 -4.533 1.186
F 2.495 3.643 0.232
B 1.390 3.272 0.900
F 1.205 3.809 2.099
```



Entry 10:
ORCA calculation (ωB97M-V/def2-TZVPD) on C4H7FINO as an isolated structure.

Output
Kohn-Sham gap = 9.438 eV
charge = 0
LUMO = 0.387 eV
E = -684.0992 Ha
energy relative to the best compared isomer or geometry (same formula, charge and spin) = 29.2 kcal per mole
M = 231.008 g mol⁻¹

```
15
C4H7FINO | OMol25 | ωB97M-V/def2-TZVPD
C 0.588 -0.317 -0.349
C -0.530 1.892 0.310
C -0.015 1.033 -0.844
C -0.593 -2.229 0.418
N 1.718 -0.697 0.110
O -0.458 -1.115 -0.305
F 0.096 -3.387 -0.010
I 3.349 0.347 0.114
H -1.168 1.219 0.926
H 0.195 2.388 0.979
H -0.915 2.800 -0.189
H -0.943 0.779 -1.419
H 0.590 1.681 -1.449
H -0.219 -2.082 1.404
H -1.698 -2.313 0.303
```



Entry 11:
ORCA calculation (ωB97M-V/def2-TZVPD) on an isolated molecule of C5H10O.

Output
Kohn-Sham gap = 8.728 eV
structure (SMILES) = CC/C=C(\C)O
charge = 0
LUMO = 0.843 eV
E = -271.6820 Ha
energy relative to the best compared isomer or geometry (same formula, charge and spin) = 44.3 kcal per mole
M = 86.134 g mol⁻¹

```
16
C5H10O | OMol25 | ωB97M-V/def2-TZVPD
C 0.541 1.613 -1.058
C -0.022 0.231 -1.355
C 0.410 -1.020 -0.605
C -0.156 -1.118 0.599
C -0.033 -0.102 1.693
O -0.893 -2.221 0.897
H 0.285 2.269 -1.894
H 0.114 2.069 -0.157
H 1.627 1.574 -0.948
H -1.120 0.287 -1.246
H 0.145 -0.028 -2.397
H 0.438 -1.939 -1.191
H 0.519 -0.610 2.495
H -0.992 0.240 2.098
H 0.568 0.761 1.403
H -1.432 -2.007 1.666
```



Entry 12:
ORCA calculation (ωB97M-V/def2-TZVPD) on a 2-piece molecular cluster, CH5BS2 overall.

Output
Kohn-Sham gap = 9.163 eV
charge = 0
LUMO = 0.299 eV
E = -862.2726 Ha
energy relative to the best compared isomer or geometry (same formula, charge and spin) = 68.2 kcal per mole
M = 91.997 g mol⁻¹

```
9
CH5BS2 | OMol25 | ωB97M-V/def2-TZVPD
B -0.486 0.133 -0.013
C 1.727 -0.470 -0.073
S -0.899 1.871 -0.293
S -1.652 -1.103 0.460
H 2.018 0.537 -0.068
H 1.909 -1.000 -0.943
H 1.933 -1.184 0.754
H -2.098 1.438 -0.666
H -2.451 -0.221 0.842
```



Q: The lowest charge belongs to which entry?
A: C21H33O11PbS3



Q: Which formula does entry 10 have?
A: C4H7FINO